[1]
A single C3H3NO2 molecule, computed with wB97M-V/def2-TZVPD.

ORCA input file:
```
! RIJCOSX wB97M-V def2-TZVPD def2/J DEFGRID3
* xyz 0 1
C 1.336 -0.647 -1.177
C 0.928 -0.412 0.037
N 0.620 -0.177 1.216
O -0.789 -0.203 1.451
C -1.581 0.413 0.543
O -1.232 1.006 -0.437
H 1.493 -1.661 -1.523
H 1.451 0.184 -1.864
H -2.618 0.263 0.870
*
```

SMILES: C=C=NOC=O
energy relative to the best compared isomer or geometry (same formula, charge and spin): 361.92 kJ/mol
orbital gap: 0.39821 hartree

[2]
C20H17N4SV as an isolated structure at a distorted geometry, computed with wB97M-V/def2-TZVPD.

ORCA input file:
```
! RIJCOSX wB97M-V def2-TZVPD def2/J DEFGRID3
* xyz 2 3
V -0.120 -0.617 -0.466
N 1.925 -1.562 1.539
C 2.305 -1.796 0.233
C 3.609 -2.242 -0.033
C 3.978 -2.507 -1.333
C 3.039 -2.345 -2.357
C 1.786 -1.893 -2.027
N 1.429 -1.591 -0.764
C 0.664 -1.487 2.095
C 0.512 -1.824 3.449
C -0.743 -1.794 4.011
C -1.828 -1.395 3.227
C -1.600 -1.038 1.920
N -0.379 -1.084 1.354
H 2.650 -1.768 2.219
H 4.312 -2.375 0.774
H 4.974 -2.851 -1.557
H 3.298 -2.558 -3.382
H 1.007 -1.759 -2.780
H 1.371 -2.126 4.026
H -0.885 -2.084 5.038
H -2.824 -1.375 3.638
H -2.416 -0.706 1.280
C 2.032 1.825 -0.878
C 0.580 2.179 -0.894
C 0.133 3.504 -0.790
C -1.215 3.768 -0.737
C -2.147 2.716 -0.878
C -3.547 2.893 -0.894
C -4.382 1.825 -1.131
C -3.867 0.548 -1.371
C -2.503 0.326 -1.335
S -1.819 -1.246 -1.729
C -1.621 1.405 -1.053
N -0.282 1.175 -0.985
H 2.643 2.700 -1.084
H 2.245 1.065 -1.636
H 2.322 1.442 0.107
H 0.852 4.302 -0.715
H -1.567 4.779 -0.604
H -3.946 3.883 -0.732
H -5.451 1.969 -1.163
H -4.524 -0.278 -1.601
*
```

energy relative to the best compared isomer or geometry (same formula, charge and spin): 37.27 kJ/mol
orbital gap (spin up / spin down): 0.26660 / 0.27124 hartree